Record 1
# C8H9BrN3O

An isolated ion of composition C8H9BrN3O and charge +1 (ωB97M-V/def2-TZVPD, OMol25).

The frontier orbital gap comes out at 8.5 eV. The structure (SMILES) is C[N@@+]12CC=N[C@H]3OC=C(N=C1Br)[C@H]32. As for the charge: +1. As for the energy above the lowest of the compared OMol25 structures with the same formula, charge and spin: 0.247 eV. As for the HOMO energy: -12.8 eV. The calculation puts the LUMO energy at -0.1567 Ha.

Element x y z (Å)
C 0.852 1.773 0.811
N 0.635 0.490 0.166
C 0.278 0.577 -1.286
C -1.181 0.902 -1.419
N -2.076 0.352 -0.741
C -1.746 -0.494 0.320
O -1.959 -1.917 -0.043
C -0.808 -2.560 0.048
C 0.236 -1.806 0.381
N 1.513 -1.628 0.245
C 1.887 -0.425 0.217
Br 3.602 0.249 0.015
C -0.313 -0.411 0.816
H -0.104 2.228 0.885
H 1.148 1.778 1.904
H 1.633 2.360 0.275
H 0.906 1.307 -1.740
H 0.475 -0.490 -1.631
H -1.504 1.724 -2.043
H -2.425 -0.257 1.236
H -0.810 -3.487 -0.389
H -0.237 -0.268 1.972

---

Record 2
# C29H28IrN4O3S

C29H28IrN4O3S as an isolated structure (ωB97M-V/def2-TZVPD, OMol25).

The frontier orbital gap (alpha / beta) comes out at 6.3 / 4.7 eV. As for the charge: +2. As for the energy above the lowest of the compared OMol25 structures with the same formula, charge and spin: 1.148 eV. As for the HOMO energy (alpha / beta): -13.9 / -13.9 eV. As for the spin multiplicity: 2. The calculation puts the LUMO energy (alpha / beta) at -0.2789 / -0.3376 Ha.

Element x y z (Å)
Ir 0.353 -0.102 -0.287
C 2.581 1.682 -1.902
O 1.221 1.550 -1.405
C 0.427 2.676 -1.369
C 0.850 3.921 -1.785
C -0.056 4.975 -1.745
C -1.370 4.801 -1.302
C -1.791 3.564 -0.879
C -0.890 2.489 -0.900
N -1.193 1.209 -0.456
N -2.457 0.923 -0.349
C -2.883 -0.236 0.162
C -2.029 -1.291 0.776
O -0.772 -1.173 0.890
C -2.627 -2.442 1.352
C -3.971 -2.581 1.329
C -4.852 -1.594 0.754
C -6.223 -1.791 0.775
C -7.077 -0.836 0.227
C -6.556 0.316 -0.346
C -5.187 0.527 -0.375
C -4.312 -0.423 0.173
H 3.166 2.286 -1.212
H 2.545 2.123 -2.895
H 2.971 0.673 -1.950
H 1.857 4.089 -2.133
H 0.276 5.955 -2.062
H -2.047 5.643 -1.279
H -2.791 3.405 -0.504
H -1.970 -3.182 1.787
H -4.420 -3.472 1.754
H -6.628 -2.689 1.223
H -8.146 -0.997 0.249
H -7.221 1.054 -0.771
H -4.787 1.422 -0.827
C 5.595 -3.377 1.689
C 5.418 -2.548 0.428
N 4.537 -1.380 0.677
C 5.212 -0.186 1.208
C 5.972 0.579 0.136
C 3.240 -1.469 0.475
S 2.222 -0.105 0.935
N 2.739 -2.639 0.067
C 1.602 -2.804 -0.537
O 0.837 -1.860 -1.024
C 1.106 -4.171 -0.783
C -0.201 -4.373 -1.228
C -0.678 -5.658 -1.418
C 0.151 -6.745 -1.173
C 1.458 -6.549 -0.745
C 1.937 -5.266 -0.549
H 6.229 -4.236 1.472
H 4.633 -3.744 2.046
H 6.070 -2.810 2.489
H 4.984 -3.140 -0.369
H 6.366 -2.153 0.070
H 5.888 -0.531 1.991
H 4.479 0.456 1.689
H 6.823 0.018 -0.246
H 6.356 1.508 0.557
H 5.325 0.821 -0.709
H -0.831 -3.519 -1.438
H -1.689 -5.816 -1.769
H -0.220 -7.751 -1.322
H 2.103 -7.399 -0.569
H 2.953 -5.103 -0.219

---

Record 3
# C53H43BiF6NO5P2S2Si

C53H43BiF6NO5P2S2Si as an isolated structure (ωB97M-V/def2-TZVPD, OMol25).

The frontier orbital gap comes out at 7.0 eV. As for the charge: +1. As for the HOMO energy: -10.7 eV. The calculation puts the LUMO energy at -0.1337 Ha.

Element x y z (Å)
Bi -0.755 1.074 0.035
C 1.894 -4.120 -4.425
C 2.273 -3.810 -2.928
C 3.187 -5.004 -2.515
C 0.955 -3.936 -2.145
C 0.358 -5.171 -2.018
C -0.910 -5.302 -1.480
C -1.583 -4.208 -1.076
C -1.039 -2.883 -1.230
P -2.103 -1.445 -0.910
C -3.122 -1.934 0.528
C -2.497 -2.558 1.630
C -3.186 -2.973 2.785
C -4.539 -2.722 2.834
C -5.173 -2.207 1.699
C -4.471 -1.745 0.602
C -3.224 -1.333 -2.300
C -3.222 -0.245 -3.183
C -3.838 -0.354 -4.409
C -4.626 -1.453 -4.693
C -4.841 -2.423 -3.682
C -4.167 -2.327 -2.446
C 0.261 -2.817 -1.677
O 0.827 -1.559 -1.857
C 2.235 -1.447 -2.058
C 2.856 -0.251 -1.673
C 4.142 0.027 -2.225
C 4.782 -0.958 -2.994
C 4.211 -2.172 -3.257
C 2.917 -2.486 -2.752
P 1.975 1.050 -0.738
C 2.119 2.609 -1.794
C 1.031 2.980 -2.538
C 1.123 4.018 -3.447
C 2.228 4.879 -3.387
C 3.302 4.489 -2.646
C 3.288 3.345 -1.781
C 3.066 1.314 0.686
C 3.187 2.623 1.244
C 4.162 2.894 2.187
C 4.903 1.815 2.686
C 4.612 0.517 2.291
C 3.581 0.220 1.401
H 1.389 -5.051 -4.484
H 2.849 -4.172 -4.979
H 1.312 -3.359 -4.862
H 2.673 -5.922 -2.823
H 3.286 -5.035 -1.387
H 4.127 -5.000 -2.946
H 0.823 -6.038 -2.420
H -1.408 -6.280 -1.327
H -2.559 -4.235 -0.624
H -1.429 -2.769 1.630
H -2.593 -3.461 3.579
H -5.208 -3.064 3.620
H -6.269 -2.107 1.724
H -4.953 -1.288 -0.259
H -2.515 0.552 -3.114
H -3.719 0.405 -5.159
H -5.013 -1.583 -5.716
H -5.372 -3.361 -3.888
H -4.208 -3.100 -1.677
H 4.542 0.988 -2.086
H 5.803 -0.827 -3.357
H 4.723 -2.888 -3.945
H 0.052 2.480 -2.469
H 0.244 4.305 -4.026
H 2.245 5.799 -3.992
H 4.285 4.970 -2.757
H 4.118 3.180 -1.076
H 2.610 3.354 0.743
H 4.419 3.907 2.452
H 5.711 1.993 3.379
H 5.237 -0.274 2.698
H 3.254 -0.762 1.042
F -2.155 6.621 0.533
C -1.147 5.778 0.778
F -0.997 5.691 2.151
F -0.014 6.241 0.302
S -1.551 4.207 -0.121
O -2.104 4.612 -1.400
O -0.259 3.522 -0.166
N -2.415 3.267 0.819
S -4.001 3.315 1.027
O -4.653 4.577 0.719
O -4.245 2.569 2.223
C -4.382 2.147 -0.384
F -3.875 0.930 -0.103
F -3.908 2.609 -1.585
F -5.735 1.955 -0.530
C 1.635 -2.716 4.347
C 0.640 -2.101 5.099
C -0.223 -1.199 4.506
C -0.010 -0.850 3.160
C 0.933 -1.511 2.363
C 1.848 -2.349 3.026
Si -1.022 0.688 2.536
C -0.438 2.089 3.666
C 0.800 2.073 4.254
C 1.137 3.129 5.066
C 0.257 4.185 5.331
C -0.970 4.170 4.673
C -1.342 3.137 3.837
H 2.348 -3.447 4.785
H 0.507 -2.436 6.157
H -1.052 -0.762 5.031
H 1.119 -1.087 1.369
H 2.738 -2.588 2.418
H -2.465 0.446 2.920
H 1.601 1.327 3.972
H 2.093 3.185 5.510
H 0.568 5.024 5.964
H -1.665 5.012 4.743
H -2.229 3.176 3.170

---

Record 4
# C3H7N3O

One molecule with the formula C3H7N3O (ωB97M-V/def2-TZVPD, OMol25).

The frontier orbital gap comes out at 10.0 eV. The structure (SMILES) is C=NO/C(C)=N\N. As for the energy above the lowest of the compared OMol25 structures with the same formula, charge and spin: 6.332 eV. As for the HOMO energy: -9.0 eV. The calculation puts the LUMO energy at 0.0395 Ha.

Element x y z (Å)
C 1.017 2.050 1.218
N 0.591 1.204 0.366
O 0.145 0.082 0.664
C -0.639 -0.534 -0.318
C -1.791 -1.174 0.482
N -0.335 -0.923 -1.440
N 1.018 -0.767 -1.832
H 1.161 1.958 2.382
H 1.592 2.743 0.766
H -2.293 -1.864 -0.270
H -2.282 -0.425 0.841
H -1.218 -1.765 1.334
H 1.403 -0.646 -2.803
H 1.630 0.062 -1.391

---

Record 5
# C44H77BFO26PS2

A 7-piece molecular cluster, C44H77BFO26PS2 overall (ωB97M-V/def2-TZVPD, OMol25).

The frontier orbital gap comes out at 8.7 eV. The structure (SMILES) is CCCO[C@]1(P(O)O)OS(=O)(=O)[C@@](F)(CCCCCCCOC)[C@H](CCCS)[C@H]1B(O)CC.C[C@@H]1COC(=O)O1.C[C@@H]1COC(=O)O1.C[C@@H]1COC(=O)O1.C[C@@H]1COC(=O)O1.C[C@@H]1COC(=O)O1.C[C@@H]1COC(=O)O1. As for the HOMO energy: -8.5 eV. The calculation puts the LUMO energy at 0.0068 Ha.

Element x y z (Å)
C 1.732 -4.596 0.272
C 0.652 -5.555 -0.265
C -0.668 -5.422 0.471
O -1.360 -4.192 0.175
C -2.552 -4.288 -0.538
P -3.743 -5.193 0.693
O -4.937 -5.744 -0.263
O -4.512 -3.923 1.388
O -2.469 -5.156 -1.683
S -1.748 -4.567 -2.990
O -0.725 -5.476 -3.412
O -2.759 -4.266 -3.961
C -1.027 -2.919 -2.577
F 0.118 -3.090 -1.842
C -0.631 -2.368 -3.970
C 0.575 -1.426 -3.943
C 1.869 -2.040 -4.478
C 3.058 -1.088 -4.222
C 4.060 -1.634 -3.203
C 3.454 -1.838 -1.811
C 2.862 -0.600 -1.147
O 3.645 -0.242 -0.016
C 3.127 0.897 0.630
C -2.079 -2.068 -1.836
C -1.449 -0.867 -1.099
C -1.390 0.448 -1.878
C -2.761 0.962 -2.351
S -2.939 2.766 -2.217
C -3.022 -2.878 -0.879
B -4.504 -2.800 -1.478
O -5.016 -3.816 -2.219
C -5.389 -1.528 -1.165
C -6.059 -0.938 -2.434
H 1.330 -3.846 0.950
H 2.193 -4.056 -0.555
H 2.536 -5.158 0.745
H 0.970 -6.591 -0.136
H 0.530 -5.396 -1.334
H -0.433 -5.375 1.538
H -1.299 -6.298 0.337
H -4.562 -6.142 -1.056
H -3.877 -3.312 1.776
H -0.392 -3.233 -4.589
H -1.519 -1.917 -4.405
H 0.330 -0.562 -4.566
H 0.760 -1.019 -2.948
H 2.053 -3.029 -4.059
H 1.765 -2.126 -5.561
H 3.550 -0.795 -5.149
H 2.653 -0.158 -3.810
H 4.920 -0.966 -3.145
H 4.391 -2.613 -3.557
H 2.715 -2.639 -1.830
H 4.256 -2.176 -1.151
H 2.809 0.266 -1.816
H 1.855 -0.840 -0.779
H 2.043 0.979 0.500
H 3.568 1.818 0.234
H 3.334 0.869 1.697
H -2.709 -1.658 -2.629
H -1.981 -0.663 -0.169
H -0.429 -1.112 -0.795
H -0.717 0.413 -2.732
H -0.974 1.198 -1.203
H -3.590 0.453 -1.869
H -2.863 0.769 -3.420
H -3.736 2.845 -1.144
H -3.093 -2.365 0.078
H -5.950 -3.669 -2.385
H -4.788 -0.774 -0.654
H -6.132 -1.841 -0.433
H -5.806 -1.524 -3.321
H -5.748 0.087 -2.628
H -7.146 -0.959 -2.367
C 0.929 -5.833 -5.964
C 1.821 -5.490 -7.131
C 2.642 -6.642 -7.669
O 3.813 -5.984 -8.168
C 3.967 -4.830 -7.471
O 4.938 -4.151 -7.496
O 2.856 -4.567 -6.743
H 0.272 -5.002 -5.723
H 0.307 -6.698 -6.193
H 1.520 -6.045 -5.073
H 1.242 -5.021 -7.932
H 2.148 -7.187 -8.470
H 2.941 -7.342 -6.885
C 5.308 1.544 5.799
C 4.027 2.321 5.637
C 2.801 1.638 6.197
O 1.759 2.137 5.343
C 2.325 2.458 4.150
O 1.712 2.703 3.162
O 3.670 2.455 4.245
H 6.163 2.152 5.507
H 5.443 1.241 6.837
H 5.299 0.660 5.159
H 4.140 3.322 6.053
H 2.601 1.902 7.233
H 2.844 0.550 6.102
C -9.236 -1.537 4.213
C -8.506 -1.073 2.977
C -7.847 -2.176 2.175
O -6.725 -1.501 1.593
C -6.398 -0.468 2.404
O -5.392 0.158 2.320
O -7.368 -0.257 3.321
H -9.796 -0.718 4.662
H -9.934 -2.337 3.968
H -8.527 -1.897 4.960
H -9.165 -0.473 2.345
H -8.488 -2.582 1.396
H -7.478 -2.993 2.800
C 6.620 6.736 4.251
C 5.611 6.400 5.321
C 5.570 7.372 6.477
O 5.176 6.534 7.571
C 5.568 5.276 7.291
O 5.564 4.374 8.068
O 5.961 5.169 5.999
H 6.503 6.079 3.390
H 6.491 7.766 3.917
H 7.635 6.605 4.626
H 4.619 6.270 4.888
H 4.848 8.172 6.335
H 6.552 7.798 6.701
C -0.231 6.031 -3.119
C 0.757 5.699 -4.208
C 0.715 4.259 -4.676
O 2.069 4.025 -5.077
C 2.863 4.869 -4.370
O 4.044 4.798 -4.315
O 2.111 5.802 -3.735
H -0.251 7.102 -2.920
H -1.236 5.715 -3.404
H 0.047 5.533 -2.190
H 0.647 6.386 -5.052
H 0.041 4.098 -5.514
H 0.461 3.568 -3.868
C -1.557 5.616 7.452
C -0.828 6.025 6.196
C -0.362 4.876 5.328
O 0.815 5.418 4.714
C 1.311 6.363 5.537
O 2.388 6.859 5.423
O 0.424 6.670 6.507
H -1.981 6.485 7.955
H -2.367 4.926 7.215
H -0.871 5.136 8.150
H -1.428 6.732 5.617
H -1.082 4.588 4.567
H -0.078 3.993 5.905

---

Record 6
# C20H16N8O3S2

One molecule with the formula C20H16N8O3S2 (ωB97M-V/def2-TZVPD, OMol25).

The frontier orbital gap comes out at 8.2 eV. The structure (SMILES) is N#Cc1c(-c2ccccc2)nc(NNc2csc(Nc3ccc(S(N)(=O)=O)cc3)n2)[nH]c1=O. As for the energy above the lowest of the compared OMol25 structures with the same formula, charge and spin: 2.090 eV. As for the HOMO energy: -8.2 eV. The calculation puts the LUMO energy at -0.0018 Ha.

Element x y z (Å)
N 2.436 -0.729 0.774
C 1.319 -1.096 0.950
C -0.075 -1.292 1.105
C -0.803 -2.461 0.826
C -0.040 -3.690 0.392
C 0.196 -3.894 -0.979
C 0.853 -5.006 -1.393
C 1.491 -5.873 -0.514
C 1.083 -5.812 0.793
C 0.428 -4.684 1.328
N -2.192 -2.580 0.663
C -2.801 -1.406 0.873
N -4.138 -1.347 0.721
N -5.023 -0.126 0.866
C -4.862 1.087 0.210
C -5.921 1.924 -0.011
S -5.499 3.231 -1.041
C -3.869 2.804 -0.758
N -2.948 3.751 -0.880
C -1.621 3.700 -0.473
C -1.271 4.403 0.613
C 0.139 4.394 0.912
C 1.117 3.634 0.217
S 2.751 3.916 0.613
N 2.889 2.818 1.944
O 2.970 5.254 1.115
O 3.733 3.529 -0.355
C 0.726 3.043 -0.960
C -0.680 3.104 -1.297
N -3.660 1.581 -0.184
N -2.194 -0.196 1.293
C -0.848 -0.176 1.427
O -0.541 0.926 1.927
H -0.263 -3.223 -1.628
H 1.038 -5.001 -2.493
H 2.016 -6.736 -0.897
H 1.220 -6.616 1.518
H 0.128 -4.596 2.310
H -4.501 -2.224 0.354
H -5.999 -0.410 0.989
H -6.898 1.708 0.365
H -3.206 4.601 -1.340
H -2.020 4.898 1.216
H 0.482 4.919 1.789
H 3.743 2.333 1.754
H 2.119 2.185 1.927
H 1.408 2.491 -1.617
H -1.094 2.687 -2.235
H -2.738 0.628 1.182

---

Record 7
# C5H9NO

A 2-piece molecular cluster, C5H9NO overall (ωB97M-V/def2-TZVPD, OMol25).

The frontier orbital gap comes out at 10.3 eV. The structure (SMILES) is [H]/N=C/C.C=CC=O. As for the energy above the lowest of the compared OMol25 structures with the same formula, charge and spin: 2.245 eV. As for the HOMO energy: -10.0 eV. The calculation puts the LUMO energy at 0.0108 Ha.

Element x y z (Å)
H -1.989 1.062 -1.922
N -1.664 1.167 -0.961
C -2.046 0.170 -0.263
C -1.718 0.055 1.191
H -2.627 -0.660 -0.686
H -1.115 0.909 1.509
H -2.642 0.023 1.782
H -1.176 -0.879 1.377
C 2.582 0.762 -0.290
C 1.492 0.031 -0.520
C 1.417 -1.370 -0.055
O 0.449 -2.084 -0.212
H 3.431 0.337 0.240
H 2.658 1.794 -0.624
H 0.625 0.443 -1.029
H 2.324 -1.758 0.465

---

Record 8
# C5H10F2IO3P

A 2-piece molecular cluster, C5H10F2IO3P overall (ωB97M-V/def2-TZVPD, OMol25).

The frontier orbital gap (alpha / beta) comes out at 10.1 / 5.7 eV. As for the energy above the lowest of the compared OMol25 structures with the same formula, charge and spin: 2.731 eV. As for the HOMO energy (alpha / beta): -10.0 / -8.6 eV. The calculation puts the LUMO energy (alpha / beta) at 0.0033 / -0.1065 Ha.

Element x y z (Å)
C -0.671 1.982 1.651
C 1.351 -0.840 -2.872
C -0.574 0.750 2.501
C 1.001 0.331 -1.843
C 0.422 -2.397 0.422
O -1.470 -0.477 -0.123
O 0.110 -0.307 1.889
O 1.000 0.075 -0.392
F -0.254 -3.458 0.851
F 1.255 -2.728 -0.585
P -0.105 -0.639 0.407
I -4.583 0.843 1.193
H -1.089 1.695 0.733
H -1.072 2.780 2.230
H 0.314 2.274 1.249
H 2.292 -0.517 -3.420
H 1.682 -1.726 -2.295
H 0.520 -1.003 -3.466
H -1.590 0.636 2.840
H -0.022 1.043 3.379
H -0.060 0.516 -2.088
H 1.544 1.168 -2.262

---

Record 9
# H10O4S2

A 5-piece molecular cluster, H10O4S2 overall (ωB97M-V/def2-TZVPD, OMol25).

The frontier orbital gap comes out at 9.6 eV. The structure (SMILES) is SS.O.O.O.O. As for the energy above the lowest of the compared OMol25 structures with the same formula, charge and spin: 0.726 eV. As for the HOMO energy: -9.3 eV. The calculation puts the LUMO energy at 0.0106 Ha.

Element x y z (Å)
S 2.332 -0.960 0.503
S 2.296 0.532 -0.883
H 1.058 -1.309 0.234
H 2.038 1.559 -0.092
O -2.250 -0.021 -0.917
H -2.543 -0.949 -0.840
H -1.435 -0.092 -1.340
O -2.247 2.368 -0.532
H -2.929 3.055 -0.837
H -2.620 1.509 -0.457
O -0.391 0.354 1.256
H -1.064 0.642 0.688
H -0.132 1.113 1.752
O -2.833 -1.986 0.804
H -2.414 -2.877 0.716
H -2.236 -1.514 1.377

---

E list, top to bottom, in hartree: -3123.3832, -2068.5573, -5058.4810, -357.8172, -4941.6145, -2231.7707, -325.8551, -1260.9508, -1103.3037